Run A
C4H7N2 | ωB97M-V/def2-TZVPD

net charge: +1
multiplicity: 3
expectation value of S²: 2.009

Last column: Mulliken spin population.
Geometry (Å):
N -3.277 0.680 0.562  0.0691
H -0.642 -1.097 0.429  0.0071
H 2.983 0.869 -0.027  0.0505
H -0.375 1.297 -1.587  0.0659
C -0.081 0.644 -0.722  0.5164
C -2.365 0.150 0.195  0.0079
H 2.037 0.380 1.483  0.0155
C -1.205 -0.501 -0.254  0.1255
H -4.138 1.059 0.698  -0.0005
H 2.400 -0.775 0.197  0.0275
H -1.516 -1.108 -1.062  0.0313
N 1.117 0.709 -0.407  1.0579
C 2.171 0.179 0.473  0.0259

---

Run B
C4H7N2 | ωB97M-V/def2-TZVPD

net charge: +1
multiplicity: 3
expectation value of S²: 2.007

Last column: Mulliken spin population.
Geometry (Å):
H 0.581 0.970 1.696  0.0047
N -0.546 0.879 -1.528  0.1894
H -1.401 1.018 -2.068  -0.0081
N -0.054 0.583 0.965  0.0034
C 0.504 0.055 -1.387  0.8161
H -1.041 0.716 1.332  0.0302
H 0.818 2.191 -0.447  -0.0047
H -0.773 -1.633 -0.962  0.0425
H 0.900 -1.209 1.562  0.0126
C 0.232 1.191 -0.420  -0.0388
C 0.151 -1.311 -0.628  0.0723
H 0.804 -2.281 -0.849  0.0074
C 0.286 -0.831 0.755  0.8732

---

The computed energies, referenced to the most stable structure and given in eV, are run A 0.540; run B 0.000.

---

Run A
C4H7N2 | ωB97M-V/def2-TZVPD

net charge: +1
multiplicity: 3
expectation value of S²: 2.015

Last column: Mulliken spin population.
Geometry (Å):
H 0.908 -2.177 -1.675  -0.0006
C 0.832 -1.528 -0.806  0.1184
H 1.359 -0.174 1.374  0.0610
H -2.113 0.732 -2.394  0.0571
H 1.615 -1.707 -0.099  0.0099
H 0.374 2.220 0.512  0.0362
C 0.365 0.066 1.027  -0.0012
H -0.541 1.766 2.120  0.0267
C 0.063 -0.518 -0.310  0.0096
C -0.024 1.551 1.211  0.8472
N -0.889 0.244 -0.878  0.4342
N -1.592 -0.031 -1.824  0.3936
H -0.358 -0.444 1.742  0.0078

---

Run B
C4H7N2 | ωB97M-V/def2-TZVPD

net charge: +1
multiplicity: 3
expectation value of S²: 2.007

Last column: Mulliken spin population.
Geometry (Å):
H -1.577 0.744 1.272  0.0258
C 1.360 0.244 0.206  0.9034
H -1.548 1.129 -0.961  0.0137
C -0.676 0.239 1.011  0.1452
C -0.538 0.634 -0.935  0.0997
C 0.957 -0.945 -0.125  0.8746
N -0.605 -0.741 -0.258  -0.0062
N 0.286 1.225 0.179  -0.0260
H 2.277 0.638 0.534  -0.0019
H -0.116 -0.293 1.756  0.0074
H 1.486 -1.817 -0.245  -0.0283
H -1.247 -1.625 -0.486  -0.0060
H -0.059 0.566 -1.947  -0.0014

---

The computed energies, referenced to the most stable structure and given in eV, are run A 0.000; run B 2.016.

---

Run A
C4H7N2 | ωB97M-V/def2-TZVPD

net charge: +1
multiplicity: 3
expectation value of S²: 2.006

Last column: Mulliken spin population.
Geometry (Å):
H -1.200 -1.711 1.081  0.0017
C -0.846 0.784 0.597  0.0395
C 1.563 -0.066 -0.512  0.6577
H 1.556 0.195 -1.657  0.0656
C -1.352 -0.066 -0.480  0.0131
H 3.416 0.033 0.053  0.0061
H -0.547 -2.025 -0.698  -0.0121
N 2.463 -0.015 0.334  1.1687
H -0.523 1.790 0.426  -0.0118
C -0.736 -1.271 0.104  0.0163
H -1.614 0.196 -1.434  -0.0020
N 0.114 -0.154 0.005  0.0538
H -1.160 0.582 1.549  0.0035

---

Run B
C4H7N2 | ωB97M-V/def2-TZVPD

net charge: +1
multiplicity: 3
expectation value of S²: 2.058

Last column: Mulliken spin population.
Geometry (Å):
C -2.686 0.907 0.073  0.3877
C -2.054 0.117 -0.560  -0.1110
H -0.770 -1.738 0.189  0.0030
H 3.292 1.156 0.176  -0.0017
C 1.372 0.704 0.124  1.1612
H -3.037 1.485 0.884  0.0102
H -1.841 -0.093 -1.590  0.0208
N 2.611 0.429 -0.082  0.1388
C -0.563 -0.761 0.499  0.3858
H 0.879 -1.162 -0.736  0.0301
H -0.793 -0.153 1.378  -0.0201
N 0.570 -0.406 -0.043  -0.0346
H 3.020 -0.486 -0.312  0.0298

---

The computed energies, referenced to the most stable structure and given in eV, are run A 0.547; run B 0.000.